{"formula": "C21H61BBrN4O13P3Si2", "method": "the ωB97M-V functional and the def2-TZVPD basis", "species": ["C", "O", "B", "O", "Si", "O", "Si", "C", "O", "O", "P", "N", "P", "C", "O", "P", "O", "Br", "H", "H", "H", "H", "H", "H", "H", "H", "H", "H", "H", "H", "H", "H", "H", "H", "C", "O", "C", "C", "N", "C", "C", "O", "C", "H", "H", "H", "H", "H", "H", "H", "H", "H", "H", "H", "H", "H", "H", "H", "C", "O", "C", "C", "N", "C", "C", "O", "C", "H", "H", "H", "H", "H", "H", "H", "H", "H", "H", "H", "H", "H", "H", "H", "C", "O", "C", "C", "N", "C", "C", "O", "C", "H", "H", "H", "H", "H", "H", "H", "H", "H", "H", "H", "H", "H", "H", "H"], "positions_angstrom": [[0.563, -1.203, -4.147], [0.549, -1.674, -2.799], [-0.602, -1.414, -2.112], [-1.422, -2.473, -1.879], [-1.066, 0.445, -1.581], [0.182, 1.540, -1.435], [1.682, 1.100, -0.858], [1.694, -0.098, 0.582], [1.504, -1.457, 0.211], [2.569, -2.193, 0.811], [3.168, 0.569, -2.491], [3.782, -0.896, -2.419], [-2.341, 1.223, -3.281], [-3.283, -0.232, -3.882], [-3.536, 2.172, -2.607], [-2.451, 0.689, 0.211], [-1.497, 0.746, 1.578], [-3.466, -1.282, 0.444], [1.392, -1.668, -4.641], [-0.333, -1.498, -4.676], [0.626, -0.123, -4.201], [-1.457, -2.691, -0.935], [2.258, 2.350, -0.307], [0.965, 0.161, 1.341], [2.662, 0.006, 1.050], [2.173, -3.066, 0.949], [2.576, 0.894, -3.732], [4.222, 1.509, -2.405], [3.366, -1.391, -1.636], [-2.690, -0.817, -4.562], [-3.622, -0.878, -3.090], [-4.157, 0.094, -4.416], [-4.267, 1.596, -2.339], [-1.268, 1.681, 1.693], [-6.718, -3.348, 0.176], [-5.886, -3.356, 1.321], [-6.551, -2.992, 2.525], [-6.647, -4.170, 3.467], [-7.572, -5.175, 2.960], [-7.550, -6.441, 3.688], [-6.266, -7.264, 3.657], [-5.949, -7.801, 2.388], [-5.226, -6.944, 1.524], [-6.080, -3.507, -0.692], [-7.464, -4.149, 0.210], [-7.227, -2.386, 0.064], [-7.539, -2.571, 2.319], [-5.949, -2.213, 3.002], [-7.001, -3.820, 4.440], [-5.632, -4.571, 3.596], [-7.356, -5.359, 1.990], [-8.347, -7.063, 3.274], [-7.813, -6.245, 4.732], [-6.421, -8.126, 4.311], [-5.408, -6.717, 4.068], [-4.565, -6.270, 2.076], [-5.895, -6.359, 0.886], [-4.617, -7.570, 0.873], [-2.853, 8.365, -3.028], [-3.295, 7.597, -1.926], [-3.430, 6.207, -2.202], [-2.408, 5.401, -1.434], [-1.062, 5.632, -1.946], [0.000, 5.068, -1.120], [0.187, 5.621, 0.289], [0.644, 6.957, 0.338], [-0.364, 7.950, 0.259], [-2.913, 9.413, -2.741], [-1.816, 8.135, -3.295], [-3.492, 8.206, -3.902], [-3.359, 6.007, -3.274], [-4.428, 5.907, -1.871], [-2.650, 4.339, -1.532], [-2.500, 5.677, -0.374], [-0.910, 6.627, -2.033], [0.938, 5.220, -1.660], [-0.153, 3.987, -1.056], [0.972, 5.026, 0.765], [-0.711, 5.500, 0.908], [-1.302, 7.615, 0.708], [-0.542, 8.259, -0.774], [-0.009, 8.823, 0.807], [6.503, 0.776, -0.329], [6.136, -0.079, 0.735], [6.075, -1.455, 0.358], [7.169, -2.243, 1.044], [8.484, -1.893, 0.522], [9.604, -2.435, 1.285], [9.788, -1.963, 2.723], [10.151, -0.601, 2.847], [9.075, 0.319, 2.853], [6.427, 1.803, 0.028], [7.536, 0.596, -0.647], [5.836, 0.655, -1.187], [6.120, -1.569, -0.727], [5.110, -1.838, 0.689], [6.995, -3.311, 0.879], [7.090, -2.048, 2.123], [8.568, -0.886, 0.498], [10.516, -2.183, 0.739], [9.528, -3.527, 1.284], [10.624, -2.528, 3.144], [8.918, -2.185, 3.352], [8.174, -0.109, 3.299], [8.848, 0.678, 1.845], [9.382, 1.180, 3.447]], "lowdin_charge": [-0.080, -0.029, -0.814, 0.103, 0.259, -0.448, 0.474, -0.278, -0.221, -0.028, 0.607, -0.322, 0.753, -0.310, -0.417, 0.392, -0.451, 0.368, 0.094, 0.083, 0.062, 0.065, -0.003, 0.076, 0.089, 0.113, -0.038, -0.044, -0.061, 0.028, 0.024, 0.035, 0.038, 0.037, -0.124, -0.259, -0.219, -0.215, -0.051, -0.200, -0.230, -0.177, -0.100, 0.085, 0.081, 0.089, 0.124, 0.118, 0.124, 0.107, 0.069, 0.119, 0.117, 0.121, 0.111, 0.088, 0.072, 0.088, -0.118, -0.195, -0.214, -0.211, -0.040, -0.200, -0.231, -0.176, -0.098, 0.087, 0.080, 0.087, 0.123, 0.123, 0.100, 0.108, 0.070, 0.122, 0.090, 0.115, 0.110, 0.088, 0.073, 0.087, -0.121, -0.198, -0.216, -0.213, -0.050, -0.203, -0.231, -0.179, -0.101, 0.089, 0.083, 0.039, 0.117, 0.100, 0.124, 0.106, 0.069, 0.118, 0.117, 0.120, 0.110, 0.088, 0.073, 0.087], "e_tot_ev": -169681.152, "gap_ev": 8.106, "spin_multiplicity": 1, "fmax_ev_per_a": 1.6}

{"formula": "C21H61N10O14", "method": "the ωB97M-V functional and the def2-TZVPD basis", "species": ["N", "O", "O", "O", "C", "O", "N", "N", "H", "H", "H", "H", "C", "O", "N", "N", "H", "H", "H", "H", "C", "O", "N", "N", "H", "H", "H", "H", "C", "O", "C", "C", "N", "C", "C", "O", "C", "H", "H", "H", "H", "H", "H", "H", "H", "H", "H", "H", "H", "H", "H", "H", "C", "O", "C", "C", "N", "C", "C", "O", "C", "H", "H", "H", "H", "H", "H", "H", "H", "H", "H", "H", "H", "H", "H", "H", "C", "O", "C", "C", "N", "C", "C", "O", "C", "H", "H", "H", "H", "H", "H", "H", "H", "H", "H", "H", "H", "H", "H", "H", "O", "H", "H", "O", "H", "H"], "positions_angstrom": [[-0.844, -1.723, 0.034], [-0.791, -2.693, 0.801], [-1.693, -1.460, -0.762], [0.017, -0.888, 0.204], [-3.872, 0.414, -2.661], [-4.566, 1.055, -3.343], [-2.658, 0.733, -2.341], [-4.192, -0.768, -2.311], [-2.268, 0.169, -1.599], [-2.200, 1.615, -2.519], [-3.536, -1.360, -1.823], [-5.172, -0.999, -2.389], [-0.560, -1.936, -4.780], [-0.342, -0.841, -5.169], [-1.252, -2.140, -3.672], [-0.321, -2.886, -5.587], [-1.059, -3.052, -3.284], [-1.469, -1.295, -3.163], [-0.852, -3.727, -5.411], [-0.135, -2.544, -6.519], [-3.083, -4.787, -1.567], [-3.675, -5.487, -2.442], [-3.620, -4.306, -0.433], [-1.787, -4.491, -1.679], [-4.625, -4.387, -0.367], [-3.034, -3.688, 0.110], [-1.281, -4.359, -0.814], [-1.301, -4.955, -2.433], [-1.774, 3.199, 6.914], [-1.804, 3.045, 5.522], [-2.031, 4.170, 4.647], [-2.110, 3.851, 3.126], [-2.676, 2.505, 2.849], [-4.219, 2.588, 2.873], [-4.831, 1.261, 3.164], [-5.093, 0.470, 2.063], [-4.097, 0.253, 1.143], [-2.578, 2.688, 7.442], [-1.562, 4.242, 7.152], [-0.765, 2.944, 7.237], [-1.346, 4.986, 4.873], [-3.027, 4.565, 4.846], [-1.088, 3.702, 2.777], [-2.488, 4.690, 2.542], [-2.412, 1.755, 3.471], [-4.525, 2.959, 1.895], [-4.517, 3.322, 3.622], [-5.795, 1.444, 3.637], [-4.274, 0.738, 3.941], [-4.470, -0.274, 0.264], [-3.232, -0.355, 1.409], [-3.730, 1.202, 0.752], [2.601, 2.200, 2.871], [3.074, 1.056, 2.179], [3.634, 1.344, 0.854], [2.863, 2.188, -0.143], [1.414, 1.943, -0.038], [0.604, 2.710, -0.911], [-0.831, 2.944, -0.198], [-1.762, 3.501, -1.150], [-2.852, 4.027, -0.635], [3.336, 3.005, 2.857], [2.598, 1.995, 3.941], [1.542, 2.365, 2.675], [4.038, 0.427, 0.424], [4.495, 1.983, 1.053], [3.262, 1.877, -1.109], [3.192, 3.213, 0.030], [1.025, 1.033, 0.161], [0.579, 2.299, -1.920], [1.161, 3.647, -0.920], [-0.815, 3.541, 0.715], [-1.132, 1.957, 0.151], [-3.602, 4.089, -1.424], [-2.549, 5.050, -0.413], [-3.346, 3.597, 0.237], [2.311, -4.171, -0.457], [2.711, -3.898, -1.868], [2.282, -2.614, -2.268], [2.817, -1.431, -1.441], [4.222, -1.340, -1.397], [4.697, -0.405, -2.358], [6.276, -0.345, -2.287], [6.873, -1.610, -2.692], [8.332, -1.629, -2.784], [2.592, -5.195, -0.215], [1.250, -4.070, -0.230], [2.944, -3.657, 0.266], [1.234, -2.571, -2.564], [2.806, -2.350, -3.187], [2.399, -1.729, -0.480], [2.371, -0.507, -1.810], [4.592, -2.204, -1.768], [4.323, 0.611, -2.229], [4.571, -0.849, -3.346], [6.770, 0.066, -1.406], [6.674, 0.361, -3.016], [8.822, -2.568, -3.041], [8.662, -1.406, -1.769], [8.642, -0.872, -3.506], [-0.459, -5.180, 2.073], [-0.208, -4.264, 1.955], [-1.169, -5.154, 2.714], [1.631, -0.975, 2.822], [2.134, -0.181, 2.639], [0.981, -1.015, 2.120]], "lowdin_charge": [-0.601, -0.044, -0.029, -0.013, -0.882, 0.065, 0.203, 0.177, 0.060, 0.113, 0.072, 0.125, -0.857, 0.048, 0.196, 0.164, 0.063, 0.079, 0.111, 0.122, -0.682, -0.048, 0.174, 0.147, 0.110, 0.082, 0.079, 0.109, -0.369, -0.244, -0.311, -0.235, -0.037, -0.197, -0.269, -0.162, -0.130, 0.047, 0.022, 0.040, 0.062, 0.064, 0.075, 0.101, 0.091, 0.097, 0.092, 0.112, 0.120, 0.071, 0.088, 0.069, -0.126, -0.233, -0.163, -0.203, -0.066, -0.183, -0.128, -0.204, -0.198, 0.079, 0.075, 0.085, 0.103, 0.103, 0.083, 0.107, 0.087, 0.112, 0.102, 0.093, 0.102, 0.095, 0.086, 0.065, -0.052, -0.171, -0.222, -0.240, -0.058, -0.194, -0.187, -0.225, -0.094, 0.079, 0.068, 0.087, 0.106, 0.111, 0.090, 0.127, 0.107, 0.100, 0.118, 0.109, 0.098, 0.076, 0.077, 0.074, -0.069, -0.008, 0.027, -0.078, -0.043, -0.019], "e_tot_ev": -66323.416, "gap_ev": [1.065, 7.730], "total_charge": -2, "spin_multiplicity": 2, "fmax_ev_per_a": 7.0}